This record from the OMol25 dataset describes a molecular structure, C16H23N3O7PS2Ti in a non-equilibrium geometry. The level of theory is the ωB97M-V functional and the def2-TZVPD basis.

```
53
Properties=species:S:1:pos:R:3:forces:R:3
Ti -0.483 0.370 -0.706 0.14 0.81 1.35
O 0.298 2.850 0.244 0.34 0.17 0.08
C 1.589 3.202 -0.232 -0.22 -0.20 -0.07
C 1.740 2.861 -1.704 -0.02 -0.11 -0.02
N 1.249 1.516 -2.048 0.05 -0.24 -0.24
C 0.389 1.593 -3.239 0.08 -0.09 0.15
C -0.944 2.233 -2.832 0.04 -0.24 0.43
O -1.457 3.093 -3.522 -0.18 0.19 -0.18
O -1.385 1.789 -1.693 -0.24 1.08 -1.01
C 2.298 0.493 -2.170 -0.14 0.32 0.07
C 1.672 -0.892 -2.089 -0.37 0.12 0.25
O 1.990 -1.761 -2.874 0.11 -0.31 0.01
O 0.771 -1.001 -1.142 1.03 -0.60 -0.92
H -0.388 3.331 -0.235 -0.03 -0.09 -0.07
H 2.293 2.624 0.361 0.01 -0.08 0.11
H 1.798 4.267 -0.086 0.00 0.08 -0.01
H 2.791 2.965 -1.995 0.06 0.04 -0.06
H 1.165 3.577 -2.294 -0.02 0.08 -0.04
H 0.198 0.582 -3.604 -0.06 -0.04 -0.02
H 0.841 2.169 -4.049 0.09 0.06 -0.09
H 2.964 0.581 -1.310 0.06 0.04 0.08
H 2.863 0.584 -3.101 0.05 0.04 -0.10
C 1.365 0.030 5.564 0.01 0.00 0.06
C 2.066 0.256 4.236 -0.11 -0.06 0.01
O 1.065 0.528 3.274 -0.03 0.01 -0.13
P 1.245 0.068 1.688 0.42 -0.28 0.86
S -1.166 0.380 1.522 -0.13 -0.15 0.15
S 3.259 0.395 1.343 -0.22 0.11 -0.16
O 1.285 -1.573 1.848 0.07 0.11 0.00
C 0.197 -2.359 2.307 0.09 0.01 0.01
C 0.781 -3.586 2.979 0.01 -0.09 0.05
H 2.099 -0.076 6.371 -0.05 -0.01 -0.04
H 0.752 -0.874 5.523 0.03 0.05 0.00
H 0.707 0.872 5.792 0.05 -0.04 0.00
H 2.653 -0.618 3.948 0.02 -0.06 -0.01
H 2.759 1.097 4.297 0.04 0.07 -0.02
H -0.425 -2.639 1.458 -0.12 0.00 -0.07
H -0.431 -1.795 2.997 0.03 0.05 0.04
H 1.292 -4.225 2.254 -0.01 0.06 0.04
H -0.012 -4.167 3.463 0.05 0.01 -0.05
H 1.509 -3.283 3.737 -0.05 -0.03 0.00
N -6.657 -1.215 -0.270 -0.23 0.01 0.09
C -5.621 -1.192 -0.781 0.50 -0.02 -0.24
C -4.366 -1.201 -1.458 -0.43 -0.15 -0.36
C -4.275 -1.601 -2.857 -0.23 0.06 0.26
C -3.007 -1.632 -3.412 0.02 0.00 0.11
C -1.900 -1.286 -2.670 -0.14 0.03 0.19
N -2.004 -0.828 -1.343 -0.49 -0.65 -0.68
C -3.219 -0.818 -0.797 0.00 -0.08 0.04
H -5.163 -1.857 -3.416 0.01 0.00 0.00
H -2.864 -1.944 -4.440 -0.01 -0.03 -0.01
H -0.903 -1.403 -3.066 0.09 0.02 0.07
H -3.271 -0.477 0.228 0.03 0.03 0.09
```
Forces are in eV/Å.

As for the expectation value of S²: 3.776. The value obtained for the frontier orbital gap (spin up / spin down) is 4.565 / 6.814 eV. As for the LUMO energy (spin up / spin down): 4.7 / 4.7 eV. The charge is -2. Its spin multiplicity is 4. For the HOMO energy (spin up / spin down), the calculation gives 0.2 / -2.1 eV.

This record from the OMol25 dataset describes 2 unconnected molecules or ions with the total composition C2H10N3O in a non-equilibrium geometry. The level of theory is the ωB97M-V functional and the def2-TZVPD basis.

```
16
Properties=species:S:1:pos:R:3:forces:R:3
C 1.114 -2.276 0.549 0.53 1.12 0.27
N 0.242 -1.291 -0.050 -0.53 -1.21 -1.19
C -0.424 -0.207 0.441 2.28 1.36 1.34
N -0.943 0.674 -0.466 -1.19 -0.11 -0.85
N -0.909 -0.245 1.739 -0.89 -0.98 0.01
H 2.178 -2.048 0.355 0.01 0.26 0.14
H 1.005 -2.297 1.640 -0.17 -0.36 -0.37
H 0.960 -3.229 0.068 -0.40 -0.45 0.33
H 0.351 -1.246 -1.047 -0.09 -0.08 -0.19
H -0.563 0.706 -1.398 0.13 -0.02 0.35
H -1.334 1.552 -0.185 0.27 -0.03 0.20
H -1.369 0.541 2.151 0.11 0.22 -0.11
H -0.385 -0.822 2.366 -0.04 0.17 0.17
H -0.280 3.105 -2.729 0.10 0.18 0.20
H 0.424 3.948 -1.646 0.00 0.00 -0.10
O -0.067 3.134 -1.788 -0.12 -0.07 -0.20
```
Forces are in eV/Å.

As for the expectation value of S²: 0.754. The value obtained for the frontier orbital gap (spin up / spin down) is 3.833 / 9.352 eV. As for the LUMO energy (spin up / spin down): 0.7 / 0.6 eV. Its spin multiplicity is 2. For the HOMO energy (spin up / spin down), the calculation gives -3.1 / -8.7 eV.

This record from the OMol25 dataset describes 2 unconnected molecules or ions with the total composition C2H9NO in a non-equilibrium geometry. The level of theory is the ωB97M-V functional and the def2-TZVPD basis.

```
13
Properties=species:S:1:pos:R:3:forces:R:3
C 1.210 -1.061 0.521 -2.41 -0.44 1.43
C 1.573 -2.311 -0.204 -0.22 -1.26 -1.60
H -0.383 2.459 0.080 0.06 -0.05 -1.08
H -2.726 1.749 0.169 -0.16 0.39 -0.19
H -1.855 0.463 -0.175 -0.26 -0.81 0.14
H 0.218 -0.628 0.189 1.27 -0.33 0.36
H 1.126 -1.301 1.589 -0.37 0.10 -0.01
H 1.975 -0.338 0.531 0.88 1.06 -0.64
H 0.877 -3.216 -0.086 0.97 1.41 0.31
H 2.612 -2.589 0.047 -0.50 -0.21 -0.23
H 1.510 -2.087 -1.289 0.41 -0.33 0.39
N -1.797 1.361 0.264 -0.91 -1.16 0.66
O -0.934 2.025 -0.600 1.24 1.64 0.46
```
Forces are in eV/Å.

The value obtained for the frontier orbital gap is 10.995 eV. As for the LUMO energy: 1.1 eV. Its SMILES is CC.NO. For the HOMO energy, the calculation gives -9.9 eV.

This record from the OMol25 dataset describes a single C2H5IO2 molecule in a non-equilibrium geometry. The level of theory is the ωB97M-V functional and the def2-TZVPD basis.

```
10
Properties=species:S:1:pos:R:3:forces:R:3
C 0.044 -1.086 -0.921 -0.34 0.55 1.46
C 0.384 0.277 -0.337 0.87 0.59 0.07
O 0.164 0.093 1.052 -0.62 -0.82 1.11
O 0.084 1.340 1.683 0.42 0.47 0.11
I -1.752 1.811 2.332 0.02 -0.20 -0.21
H 0.692 -1.692 -0.198 -1.14 -0.21 -1.59
H -1.042 -1.118 -0.623 0.97 -0.99 -0.72
H 0.230 -1.216 -2.018 -0.06 0.06 1.25
H -0.269 1.118 -0.570 0.29 0.03 -0.83
H 1.466 0.473 -0.401 -0.41 0.54 -0.64
```
Forces are in eV/Å.

The value obtained for the frontier orbital gap is 8.579 eV. As for the LUMO energy: -0.9 eV. Its SMILES is CCOOI. For the HOMO energy, the calculation gives -9.5 eV.

This record from the OMol25 dataset describes a single C5H7NO molecule. The level of theory is the ωB97M-V functional and the def2-TZVPD basis.

```
14
Properties=species:S:1:pos:R:3:forces:R:3
C 1.227 1.303 -0.534 0.00 0.05 -0.06
C 0.614 -0.037 -0.159 -0.10 0.03 0.02
C 0.060 -0.154 1.230 0.06 -0.07 0.39
C -1.096 -0.813 1.208 0.25 0.10 0.06
N -1.425 -1.143 -0.109 -0.19 0.05 -0.30
C -0.581 -0.487 -1.000 -0.18 -0.32 -0.26
O -0.778 -0.359 -2.186 0.16 -0.03 0.24
H 2.106 1.494 0.092 -0.13 -0.02 -0.15
H 0.517 2.120 -0.379 0.05 -0.11 -0.05
H 1.532 1.295 -1.583 -0.03 0.07 0.12
H 1.367 -0.829 -0.318 -0.12 0.12 0.05
H 0.540 0.233 2.105 0.17 0.03 0.26
H -1.751 -1.096 2.023 0.14 0.06 -0.14
H -2.319 -1.507 -0.382 -0.10 0.07 -0.18
```
Forces are in eV/Å.

The value obtained for the frontier orbital gap is 9.572 eV. As for the LUMO energy: 0.9 eV. Its SMILES is C[C@H]1C=CNC1=O. For the HOMO energy, the calculation gives -8.6 eV.

This record from the OMol25 dataset describes 2 unconnected molecules or ions with the total composition C5H11NO. The level of theory is the ωB97M-V functional and the def2-TZVPD basis.

```
18
Properties=species:S:1:pos:R:3:forces:R:3
C -1.066 0.288 -1.345 -0.28 0.06 -0.34
C 2.927 0.576 0.346 0.02 0.19 0.02
C -1.714 0.394 1.111 -0.07 -0.12 0.07
C 3.131 -0.721 0.433 0.12 -0.27 0.07
C -2.034 -0.127 -0.258 0.46 0.22 0.13
O 0.275 -0.006 -1.023 0.19 -0.02 0.08
N -3.001 -0.857 -0.593 -0.56 -0.48 -0.52
H -3.638 -1.106 0.161 0.17 0.15 0.26
H -1.108 1.375 -1.462 -0.02 -0.04 -0.04
H -1.370 -0.182 -2.289 -0.04 0.10 0.16
H 2.592 1.159 1.189 -0.07 0.06 0.18
H 3.077 1.117 -0.573 0.02 0.06 -0.20
H -0.639 0.351 1.277 0.00 0.01 0.07
H -2.235 -0.169 1.884 -0.01 0.01 0.02
H -2.018 1.438 1.171 0.00 0.14 0.05
H 2.976 -1.266 1.351 -0.04 -0.04 0.18
H 3.467 -1.303 -0.410 0.06 -0.06 -0.18
H 0.379 -0.962 -0.967 0.05 0.02 0.00
```
Forces are in eV/Å.

The value obtained for the frontier orbital gap is 10.630 eV. As for the LUMO energy: 0.9 eV. Its SMILES is [H]/N=C(\C)CO.C=C. For the HOMO energy, the calculation gives -9.7 eV.